Record 1
# C14H23CoN2PS

A molecular structure, C14H23CoN2PS at a distorted geometry (ωB97M-V/def2-TZVPD, the Open Molecules 2025 dataset).

```
42
C14H23CoN2PS (ωB97M-V/def2-TZVPD)
H 2.16208 -2.90603 -0.81921
H 3.28731 0.61671 -0.68743
C -2.33348 -2.22082 0.20325
H -1.69623 3.76243 -1.58718
H -2.86400 2.18533 0.40737
C -1.61582 -1.02670 -1.79670
C 0.02725 1.09153 -0.31706
H 0.47145 -1.26030 -0.61888
N -1.83128 -0.91043 -0.31439
H 3.69116 -1.98118 -0.69644
N 0.40774 -0.78817 5.07714
H -3.21811 0.09628 0.95269
H -1.49932 -2.84124 0.53399
S -0.86831 0.21052 2.70970
H -1.64506 -0.03366 -2.24357
H 2.38208 -1.42026 -1.77631
C 2.61692 -1.91230 -0.82364
C 0.44085 3.53426 -1.67460
C 1.52024 2.77219 -1.23200
C -2.88711 0.13498 -0.09126
H -2.82306 -2.76424 -0.61936
H 3.94918 -1.32261 1.72200
C -2.50289 1.57103 -0.44331
H 2.63848 -2.36353 2.33325
H 0.59735 4.44903 -2.24668
C 1.32364 1.55765 -0.55766
H -0.66706 -1.51831 -2.04754
H 2.54514 3.12308 -1.38683
Co -0.20969 -0.61946 0.67776
H 0.23893 -0.91573 2.20528
C 2.88047 -1.35477 1.97521
H -2.40618 -1.65499 -2.21040
H -3.12353 1.85629 -1.31699
C -0.18594 -0.34088 4.15682
C -1.05608 1.89093 -0.70499
H 2.70501 -0.66231 2.80388
H -3.75044 -0.20776 -0.67437
C 2.46634 0.77186 0.02579
C -0.84035 3.12444 -1.33787
H 2.86116 1.25163 0.93149
H -3.07743 -2.03612 0.98899
P 1.88860 -0.93838 0.52004
```

As for the HOMO-LUMO gap (alpha / beta): 6.1 / 8.1 eV. The largest force on an atom comes out at 3.2 eV/Å. The LUMO energy (alpha / beta) comes out at 0.446 / -0.068 eV. Its total charge is 0. The energy above the lowest of the compared OMol25 structures with the same formula, charge and spin comes out at 15.8 kcal/mol. As for the spin multiplicity: 4. As for the total energy: -75616.7045 eV.

Atomic partial charges in e from the Löwdin method, atoms 1 to 4:
1. H 0.05
2. H 0.09
3. C -0.06
4. H 0.11

=====

Record 2
# C37H48F5N9O3PS

9 unconnected molecules or ions with the total composition C37H48F5N9O3PS at a distorted geometry (ωB97M-V/def2-TZVPD, the Open Molecules 2025 dataset).

```
104
C37H48F5N9O3PS (ωB97M-V/def2-TZVPD)
C 4.48460 4.58186 -8.00570
H 5.64650 -2.00826 1.66537
C 2.90515 -0.08676 -4.91804
H -4.80131 -0.50009 0.30813
O -1.60110 -3.55864 -0.75281
C -8.35650 -1.65867 2.78013
H -3.57823 -2.41262 -2.19857
H -4.24972 -8.91936 3.68404
C 4.94393 -0.10439 0.71164
H -10.18467 -1.57122 1.59246
F 0.13415 -3.45112 2.79247
N 4.14315 4.27698 -6.71639
H 1.90867 -0.88037 0.14308
H 3.63334 1.12360 -3.18925
C -1.13258 5.39653 1.61848
H -6.39627 -1.06308 3.30070
C 0.97120 3.39383 -1.02094
N 3.28570 -0.95637 -2.92059
C -2.99594 -7.65474 5.04501
C -2.60856 -6.34664 4.91719
C 1.45329 3.88409 -3.16763
C -3.78408 -7.97361 3.90594
H 5.53269 -0.77615 4.18931
C 1.40012 2.84296 -2.20156
C -5.36067 -1.18325 -2.26530
H -4.82972 -2.92084 -1.09737
H 7.06518 -0.51309 6.41053
C 2.61126 -1.47691 -4.96223
C 4.81050 2.38495 -7.64852
C 3.56945 -1.86008 1.00584
C 3.32125 0.19890 -3.64515
C -9.18924 -1.20875 1.78993
C 6.88824 2.15919 4.49729
F 0.82702 -2.35374 0.67647
H -4.33904 -6.66228 2.18757
C 2.85168 -1.98337 -3.71096
H -5.41909 -0.15679 -1.91204
H -1.25483 4.04291 -0.08443
H -6.35506 -1.62178 -2.16648
H -3.93743 -2.25197 0.85102
H 1.74649 3.79337 -4.20164
N -1.03497 5.15179 2.96446
H 3.34469 1.13372 -0.24153
O -3.13835 0.30486 -1.09980
H -2.74266 -8.30953 5.86224
O -0.81525 -1.38944 -1.50135
P -3.57404 -1.16702 -0.02526
C 6.09619 0.06988 4.54412
H 0.94821 6.04182 -2.91250
H -8.49222 -2.41909 3.53017
H 0.43457 5.37664 -0.55277
H 2.25592 -2.03719 -5.81070
N 0.75984 4.72704 -1.24437
C -0.40148 -1.91589 1.03168
N 2.88043 -0.84327 0.40695
C -7.26230 -0.05474 1.66693
H 1.64546 1.80611 -2.35515
H 3.54045 -1.03009 -1.95143
H 4.40078 5.58815 -8.37894
H 5.05979 1.34649 -7.78897
C 4.90224 3.42683 -8.61210
H -6.43400 0.59551 1.43916
C -4.33139 -2.04137 -1.50096
H -0.98605 5.85293 3.67872
H -0.95062 3.39970 4.17864
H -2.99884 -4.93546 3.39618
F -1.15544 -1.80296 3.30740
C 3.70776 0.22930 0.22049
H 0.79857 2.95759 -0.05460
H 4.13124 2.50849 -5.52796
C -3.84753 -6.84795 3.12708
H 3.08659 -2.79490 1.23347
C 4.85676 -1.43381 1.21013
F -0.28404 -0.60285 1.32964
C 4.34141 2.94302 -6.49008
H 5.62529 1.40200 2.97943
H 2.74650 -2.97955 -3.31728
C 6.87701 0.23455 5.65815
H -2.00906 -5.71975 5.55490
C -1.01744 3.79959 3.18123
N -7.18951 -0.94732 2.69803
C -3.51707 1.38449 -0.57433
H 8.02856 2.02767 6.35358
H 5.81405 0.53273 0.71217
C 1.05315 5.03534 -2.54412
C -1.17178 4.18886 0.97335
H 2.81519 0.62288 -5.72353
N 6.11191 1.24264 3.84447
C -8.49285 -0.18919 1.08177
N -3.12886 -5.86674 3.74825
F -1.91319 -3.45298 2.10704
C -1.10058 3.17572 1.96596
C -0.85772 -2.66499 2.33256
H -1.16823 6.40541 1.24048
H -2.93688 -0.48230 1.07275
H -1.11351 2.11068 1.80220
H -8.85247 0.37692 0.23899
H 5.23584 3.33731 -9.63254
N -3.88518 2.32961 -0.00588
H 7.02342 3.15189 4.10329
C 7.38087 1.56350 5.62849
H -5.13175 -1.21342 -3.33017
H 3.79793 4.93062 -6.03797
S -1.52489 -2.13471 -0.47726
```

As for the HOMO-LUMO gap: 8.3 eV. The largest force on an atom comes out at 3.2 eV/Å. The LUMO energy comes out at 2.194 eV. Its total charge is -1. As for the spin multiplicity: 1. As for the total energy: -92410.2590 eV.

Atomic partial charges in e from the Löwdin method, atoms 1 to 4:
1. C -0.15
2. H 0.09
3. C -0.11
4. H -0.02

=====

Record 3
# C12H7Co2NO8

A molecular structure, C12H7Co2NO8 at a distorted geometry (ωB97M-V/def2-TZVPD, the Open Molecules 2025 dataset).

```
30
C12H7Co2NO8 (ωB97M-V/def2-TZVPD)
O 2.46792 -4.93962 2.31361
C -2.59904 4.41716 -0.85879
C 0.08081 -1.92884 3.19947
C -0.71837 -0.08706 0.31056
H -3.35694 2.57346 -1.67561
O 2.95960 -4.22938 -1.38333
O -1.17514 4.57265 -0.80919
C 2.56534 -0.52613 -1.25919
C 2.00832 -3.88064 2.20212
H -3.57493 2.73529 0.08585
C 0.33563 -2.47535 0.29819
N -1.58598 2.37466 -0.54342
C -2.88471 2.92907 -0.74775
H -0.72107 0.85517 -0.25961
H -2.96910 4.82066 -1.80819
Co 1.32391 -2.29030 2.00453
C -0.59814 3.31838 -0.59102
O -0.77171 -1.68971 3.94813
C 2.62608 -1.12958 2.21427
O 3.50278 -0.38672 2.37628
H -0.35487 -3.32490 0.26242
O 3.48581 0.11783 -1.51939
Co 1.30819 -1.83249 -1.05489
H -1.34502 -0.15140 1.20627
O 0.61095 3.21907 -0.48044
C 2.30210 -3.28695 -1.24874
O -0.23248 -1.80930 -3.53989
C 0.00466 -1.13750 -0.07788
C 0.36002 -1.77590 -2.55151
H -3.05464 4.94839 -0.01284
```

As for the HOMO-LUMO gap: 5.9 eV. The largest force on an atom comes out at 4.6 eV/Å. The LUMO energy comes out at 5.059 eV. Its total charge is -2. The energy above the lowest of the compared OMol25 structures with the same formula, charge and spin comes out at 0.0 kcal/mol. As for the spin multiplicity: 1. As for the total energy: -105677.5820 eV.

Atomic partial charges in e from the Löwdin method, atoms 1 to 4:
1. O 0.03
2. C -0.22
3. C -0.20
4. C 0.00

=====

Record 4
# C4H8NO3

2 unconnected molecules or ions with the total composition C4H8NO3 at a distorted geometry (ωB97M-V/def2-TZVPD, the Open Molecules 2025 dataset).

```
16
C4H8NO3 (ωB97M-V/def2-TZVPD)
C 0.76809 2.82346 -0.26440
N -1.39279 -1.09591 -0.54505
H -0.94527 -0.18244 -0.47365
C 0.12824 1.80415 0.69655
H 1.84585 2.63570 -0.29984
H 1.35194 -2.03187 -0.55572
O 0.74835 1.30653 1.61084
H 1.05311 -3.08630 0.71546
H 0.34435 3.81749 -0.18535
C -0.80509 -2.27411 -0.20750
H -2.38221 -0.91585 -0.45492
O -1.03300 1.40001 0.30039
C 0.60520 -2.20944 0.23984
H 0.83350 -1.32268 0.86065
O -1.45181 -3.30612 -0.17212
H 0.33155 2.63736 -1.26520
```

As for the HOMO-LUMO gap (alpha / beta): 10.1 / 5.7 eV. The largest force on an atom comes out at 2.9 eV/Å. The LUMO energy (alpha / beta) comes out at 0.440 / -4.002 eV. Its total charge is 0. The energy above the lowest of the compared OMol25 structures with the same formula, charge and spin comes out at 18.9 kcal/mol. As for the spin multiplicity: 2. As for the total energy: -11908.1485 eV.

Atomic partial charges in e from the Löwdin method, atoms 1 to 4:
1. C 0.03
2. N 0.15
3. H 0.04
4. C -0.61